(1)
{"formula": "C4H39N2O13", "method": "ωB97M-V/def2-TZVPD", "elements": ["N", "C", "C", "C", "N", "C", "H", "H", "H", "H", "H", "H", "H", "H", "H", "H", "H", "H", "H", "H", "H", "O", "H", "H", "O", "H", "H", "O", "H", "H", "O", "H", "H", "O", "H", "H", "O", "H", "H", "O", "H", "H", "O", "H", "H", "O", "H", "H", "O", "H", "H", "O", "H", "H", "O", "H", "H", "O"], "coordinates": [[0.3849, 1.1547, -0.7508], [-0.5188, -0.0669, -0.3569], [-1.0140, -0.0425, 0.9664], [0.4642, -1.2820, -0.7469], [-0.3751, -2.4039, -1.1580], [0.1097, -3.6984, -1.4787], [1.2032, 1.0643, -0.4685], [0.3502, 1.2112, -1.8636], [0.1084, 2.0308, -0.2187], [-1.3872, 0.0282, -1.1270], [-1.1399, -1.0705, 1.3435], [-1.8600, 0.6598, 1.0229], [-0.3348, 0.1979, 1.6974], [1.1842, -1.0560, -1.5863], [1.2679, -1.5252, 0.0229], [-1.1368, -2.3678, -0.5062], [1.0026, -3.5840, -2.1969], [0.5155, -4.3320, -0.5684], [-0.6989, -4.2806, -2.0188], [-4.6180, 1.1557, -0.7113], [-3.2800, 1.4381, -1.1409], [-3.7487, 1.0873, -0.4002], [-1.7147, 2.0334, -3.2610], [-2.4947, 0.7892, -3.1415], [-2.0116, 1.4440, -2.6133], [0.6959, 2.6724, -3.2925], [1.0102, 3.2683, -4.4594], [0.2765, 3.3118, -3.7614], [2.4871, 0.0803, 2.5556], [3.8631, -0.5892, 2.0475], [2.9793, -0.3356, 1.8005], [-1.5207, 0.4579, 3.8043], [-1.5888, -0.2062, 5.1527], [-1.0440, 0.3289, 4.6219], [3.6614, 0.0883, -1.4793], [4.7523, 0.5553, -0.3126], [4.1220, 0.8537, -1.0108], [-3.3045, -3.5967, 0.9436], [-2.5649, -4.6759, 0.2767], [-2.4346, -3.9289, 0.7317], [0.0481, 4.4192, 0.1024], [0.7567, 4.2415, 1.4247], [0.8340, 3.9719, 0.4258], [0.5800, 0.6797, -3.5681], [2.1742, 1.0554, -3.7412], [1.3970, 1.0463, -3.1598], [1.4448, 3.1401, 5.0597], [0.0000, 2.9736, 5.0655], [0.6598, 3.1408, 4.3735], [-1.0344, -0.9926, -3.0944], [-0.3769, -1.4662, -4.5041], [-0.5748, -0.6357, -4.0257], [0.8731, -0.6943, 3.9094], [0.5927, 0.6349, 3.9149], [1.3120, 0.0044, 3.7938], [0.6668, -2.8638, 2.5306], [-0.7771, -3.0618, 2.3182], [-0.2238, -2.4628, 2.8170]], "forces_ev_per_a": [[-11.319, 1.874, -3.467], [2.545, -0.344, -5.192], [-2.210, -0.448, 1.715], [1.212, -0.393, -0.370], [-0.837, 2.040, 0.139], [1.728, -1.711, -0.041], [10.104, -1.716, 2.925], [0.506, 0.455, 3.491], [-0.082, -0.633, -1.183], [1.716, -0.561, 1.426], [-1.085, 0.284, -0.484], [-0.111, -0.762, 0.318], [2.275, 1.231, 1.474], [-1.148, 0.370, 0.257], [-1.406, 0.354, 0.145], [-0.554, -0.972, 0.088], [-1.312, -0.267, 0.954], [-0.788, 1.073, -1.557], [1.018, 0.560, 0.726], [-2.343, 0.008, -0.242], [1.075, 0.555, -0.816], [1.216, -0.490, 1.111], [0.955, 1.992, -1.646], [0.099, 0.060, 0.170], [-0.965, -1.688, 1.060], [1.497, -3.055, 3.242], [-1.927, 1.025, 0.584], [0.022, 2.777, -3.982], [0.641, -0.763, -0.289], [0.228, 0.089, 0.516], [-0.787, 0.355, -0.508], [-0.393, 0.018, -0.276], [-1.059, -1.099, 1.128], [0.483, 1.227, -0.658], [1.448, 1.232, 1.494], [-1.098, -0.186, -1.013], [-0.518, -1.023, -0.604], [-0.338, 0.148, 0.143], [-0.682, -4.550, -2.693], [1.088, 4.500, 2.644], [-0.127, 0.255, -0.511], [0.600, -0.975, -2.524], [-0.655, 0.531, 3.019], [0.898, -0.620, -0.870], [-0.644, -0.245, 0.001], [0.365, -0.159, -0.003], [-1.595, 0.123, -2.501], [-0.611, 0.001, -0.622], [2.153, -0.205, 2.995], [1.980, 0.907, -3.366], [-0.094, 0.586, 0.350], [-1.900, -1.747, 3.182], [-5.073, -9.466, 1.364], [0.616, 0.622, 0.257], [5.207, 9.051, -1.491], [-1.537, 1.235, 0.922], [-0.964, -0.334, -0.113], [2.486, -1.127, -0.817]], "total_charge": 1}



(2)
{"formula": "C21H24N2O6S", "method": "ωB97M-V/def2-TZVPD", "elements": ["C", "H", "O", "C", "C", "C", "C", "C", "C", "H", "H", "S", "O", "O", "N", "C", "H", "C", "C", "O", "N", "H", "C", "C", "C", "C", "C", "C", "C", "H", "O", "C", "O", "H", "H", "H", "H", "H", "H", "H", "C", "C", "C", "H", "H", "H", "H", "H", "H", "H", "H", "H", "H", "H"], "coordinates": [[2.4745, -3.1807, -4.5711], [3.4840, -2.7623, -4.6220], [1.9780, -3.1732, -3.2512], [1.8351, -1.9934, -2.6089], [1.3475, -2.0705, -1.2982], [1.1695, -0.9236, -0.5562], [1.4727, 0.3066, -1.1153], [1.9541, 0.4004, -2.4048], [2.1379, -0.7461, -3.1579], [2.5188, -0.6600, -4.1627], [2.1922, 1.3736, -2.8032], [1.2560, 1.7942, -0.1629], [2.3558, 2.6858, -0.3748], [0.9734, 1.4240, 1.2051], [-0.0608, 2.4919, -0.9000], [-1.2711, 1.7332, -1.1131], [-1.5111, 1.8105, -2.1834], [-2.5219, 2.1707, -0.3208], [-2.7590, 1.4362, 1.0025], [-3.8752, 1.0290, 1.2724], [-1.7133, 1.3207, 1.8357], [-0.7644, 1.5238, 1.5347], [-1.7873, 0.4791, 3.0179], [-1.1181, -0.8399, 2.7296], [-1.7718, -1.7705, 1.9336], [-1.1688, -2.9658, 1.5516], [0.1110, -3.1874, 1.9990], [0.7738, -2.2587, 2.8027], [0.1837, -1.0767, 3.1782], [0.7130, -0.3557, 3.7772], [2.0293, -2.7257, 3.0942], [2.1398, -3.9724, 2.4453], [0.9400, -4.2549, 1.7578], [2.9759, -3.9421, 1.7277], [2.3315, -4.7611, 3.1910], [-1.6772, -3.6856, 0.9327], [-2.7744, -1.5545, 1.5976], [-1.2911, 0.9921, 3.8443], [-2.8468, 0.3392, 3.2459], [-3.3916, 1.8863, -0.9244], [-2.5846, 3.6942, -0.1185], [-1.2361, 4.2761, 0.2907], [-0.2092, 3.9244, -0.7817], [-0.5274, 4.3233, -1.7527], [0.7789, 4.3181, -0.5442], [-1.3122, 5.3599, 0.3869], [-0.9164, 3.8657, 1.2495], [-3.3461, 3.9187, 0.6303], [-2.8924, 4.1610, -1.0581], [-1.0429, 0.6859, -0.8998], [0.8056, -0.9609, 0.4582], [1.1201, -3.0424, -0.8903], [1.8153, -2.6322, -5.2505], [2.5036, -4.2283, -4.8657]], "forces_ev_per_a": [[0.083, -0.005, -0.230], [-0.042, -0.002, 0.008], [-0.106, 0.026, 0.290], [-0.084, 0.154, 0.255], [0.082, -0.036, -0.219], [-0.001, -0.054, 0.071], [-0.099, 0.505, 0.409], [0.002, 0.050, 0.012], [0.042, -0.147, -0.147], [0.036, -0.011, -0.085], [0.059, 0.097, -0.157], [-0.303, 0.045, -0.625], [0.143, 0.069, -0.148], [0.110, -0.240, -0.049], [0.869, -0.464, 0.375], [-0.426, -0.438, -0.182], [0.000, -0.077, 0.129], [-0.081, -0.077, -0.014], [0.050, 0.349, -0.450], [-0.388, -0.179, 0.041], [0.260, 0.080, 0.289], [-0.256, 0.038, -0.076], [-0.109, -0.028, -0.039], [-0.070, -0.065, 0.055], [-0.020, 0.106, 0.077], [0.321, -0.212, 0.005], [0.189, 0.467, 0.335], [-0.360, -0.379, -0.329], [0.145, -0.285, -0.029], [0.096, 0.145, 0.105], [-0.224, 0.461, 0.138], [1.050, -0.775, 0.031], [-0.491, 0.078, -0.177], [-0.230, 0.056, 0.133], [-0.116, 0.209, -0.140], [-0.082, -0.109, -0.093], [-0.145, 0.049, -0.036], [-0.085, -0.064, 0.027], [0.191, 0.061, 0.069], [0.173, -0.038, 0.138], [0.067, -0.028, 0.182], [-0.071, 0.004, -0.337], [0.230, 0.484, 0.345], [0.054, -0.008, 0.028], [-0.122, 0.203, -0.122], [0.030, 0.018, 0.052], [0.042, 0.069, 0.069], [-0.069, 0.018, -0.087], [-0.046, 0.030, -0.003], [-0.200, -0.018, -0.153], [-0.101, -0.100, 0.162], [-0.042, -0.124, 0.089], [0.026, -0.007, 0.033], [0.015, 0.099, -0.022]], "smiles": "COc1ccc(S(=O)(=O)N2CCC[C@H](C(=O)NCc3ccc4c(c3)OCO4)C2)cc1"}



(3)
{"formula": "C33H37BIrN6O3P", "method": "ωB97M-V/def2-TZVPD", "elements": ["Ir", "C", "C", "C", "C", "N", "N", "B", "N", "N", "C", "C", "C", "C", "C", "C", "C", "C", "C", "C", "N", "N", "C", "C", "C", "C", "C", "C", "C", "C", "C", "C", "C", "C", "C", "C", "C", "C", "H", "H", "H", "H", "H", "H", "H", "H", "H", "H", "H", "H", "H", "H", "H", "H", "H", "H", "H", "H", "H", "H", "H", "H", "H", "H", "H", "H", "C", "O", "P", "O", "C", "O", "C", "H", "H", "H", "H", "H", "H", "H", "H", "H"], "coordinates": [[-0.1897, 0.0592, -0.0642], [4.9643, 1.2704, 1.1880], [3.9163, 0.5134, 0.4463], [4.0722, -0.4648, -0.5152], [2.7861, -0.8645, -0.8899], [1.9015, -0.1438, -0.1858], [2.5956, 0.6982, 0.6359], [1.8798, 1.6776, 1.6114], [1.0160, 2.5920, 0.7066], [0.2436, 1.9587, -0.1810], [-0.2144, 2.8084, -1.1043], [0.2251, 4.0810, -0.7389], [1.0110, 3.9055, 0.3955], [1.8099, 4.9020, 1.1614], [-0.8941, 2.1597, -2.2297], [-0.5939, 0.8023, -2.4672], [-1.2566, 0.0823, -3.4556], [-2.2044, 0.7213, -4.2382], [-2.4757, 2.0676, -4.0335], [-1.8261, 2.7868, -3.0397], [0.9556, 0.8075, 2.5046], [0.1991, -0.1189, 1.8741], [-0.2244, -1.0290, 2.7454], [0.2152, -0.6460, 4.0124], [0.9663, 0.5086, 3.8212], [1.7522, 1.3004, 4.8081], [-0.8597, -2.2114, 2.1520], [-0.3107, -2.6621, 0.9423], [-0.8439, -3.7782, 0.3038], [-1.9148, -4.4450, 0.8722], [-2.4527, -4.0008, 2.0779], [-1.9264, -2.8929, 2.7227], [2.4214, -1.8996, -1.8786], [3.4421, -2.5097, -2.6099], [3.1659, -3.4846, -3.5529], [1.8568, -3.8798, -3.7900], [0.8326, -3.2911, -3.0665], [1.1123, -2.3142, -2.1208], [5.9491, 0.9503, 0.8576], [4.8926, 1.0962, 2.2616], [4.8778, 2.3426, 1.0123], [5.0122, -0.8404, -0.8775], [2.6648, 2.2982, 2.2485], [0.0698, 5.0068, -1.2662], [1.6513, 5.8972, 0.7540], [2.8745, 4.6749, 1.1038], [1.5219, 4.9111, 2.2124], [0.3756, 0.3540, -2.1244], [-0.9754, -0.9457, -3.6464], [-2.7052, 0.1846, -5.0326], [-3.2038, 2.5660, -4.6600], [-2.0610, 3.8321, -2.8824], [0.0850, -1.1782, 4.9394], [1.6245, 0.8834, 5.8037], [1.4263, 2.3402, 4.8282], [2.8143, 1.2835, 4.5642], [0.6304, -2.2492, 0.5812], [-0.3867, -4.1382, -0.6096], [-2.3222, -5.3284, 0.3983], [-3.2824, -4.5346, 2.5222], [-2.3468, -2.5581, 3.6630], [4.4708, -2.2206, -2.4494], [3.9781, -3.9378, -4.1046], [1.6406, -4.6423, -4.5257], [-0.1938, -3.5984, -3.2294], [0.2703, -1.9146, -1.5671], [-3.9360, 2.2327, -0.3015], [-3.2489, 1.0750, -0.8280], [-2.4636, 0.0214, 0.0312], [-3.2074, -0.0101, 1.4162], [-2.8638, 0.8257, 2.5468], [-2.6590, -1.3833, -0.6023], [-3.6790, -2.1065, -1.3161], [-4.6699, 2.5163, -1.0486], [-3.2251, 3.0447, -0.1541], [-4.4395, 1.9860, 0.6299], [-3.6749, 1.5308, 2.7092], [-1.9311, 1.3629, 2.3694], [-2.7568, 0.1785, 3.4113], [-3.3076, -3.1202, -1.4219], [-3.8359, -1.6438, -2.2884], [-4.6070, -2.1112, -0.7480]], "forces_ev_per_a": [[1.024, -0.809, -0.312], [-0.018, -0.006, 0.004], [-0.029, -0.018, -0.025], [0.056, -0.042, 0.034], [0.013, -0.021, -0.057], [0.024, 0.205, 0.064], [0.274, 0.013, 0.097], [0.201, -0.120, -0.064], [-0.406, 0.146, 0.198], [-0.512, 0.112, -0.109], [0.092, -0.253, 0.067], [0.056, 0.096, -0.206], [0.155, -0.013, -0.037], [-0.034, 0.006, 0.014], [0.066, 0.150, -0.096], [0.333, -0.282, 0.453], [-0.072, 0.043, -0.060], [-0.006, -0.141, -0.027], [-0.010, 0.069, -0.015], [0.002, 0.109, 0.097], [-0.326, 0.046, -0.006], [-0.029, 0.389, 0.016], [0.011, -0.078, -0.123], [0.043, -0.044, 0.061], [0.151, -0.107, -0.004], [-0.035, 0.006, 0.018], [0.088, 0.002, 0.087], [-0.140, 0.008, -0.047], [0.010, 0.007, -0.017], [-0.009, 0.007, 0.005], [-0.006, -0.018, -0.002], [-0.035, 0.052, 0.029], [0.017, 0.054, 0.021], [0.030, 0.016, -0.044], [-0.015, -0.008, -0.004], [0.041, 0.004, 0.001], [-0.024, 0.036, 0.023], [-0.045, -0.093, -0.100], [-0.006, -0.008, -0.009], [0.001, 0.007, -0.001], [0.001, -0.001, 0.005], [-0.008, -0.017, -0.004], [-0.064, 0.029, 0.040], [-0.010, -0.004, 0.010], [-0.008, -0.006, -0.011], [-0.002, 0.000, 0.002], [0.011, -0.003, 0.001], [-0.313, 0.248, 0.015], [-0.033, -0.002, 0.006], [-0.012, -0.003, 0.012], [0.010, 0.006, -0.001], [-0.010, -0.004, -0.006], [-0.029, 0.021, -0.007], [-0.009, -0.012, -0.006], [0.010, 0.003, -0.011], [0.000, 0.003, 0.000], [0.049, -0.029, 0.089], [-0.037, -0.017, 0.025], [0.014, -0.002, -0.006], [0.000, 0.009, 0.006], [0.002, 0.002, -0.014], [0.003, 0.019, 0.004], [-0.003, 0.001, 0.000], [-0.002, 0.001, 0.000], [0.006, -0.007, -0.013], [0.068, 0.041, -0.035], [-0.031, -0.075, -0.072], [-0.265, -0.071, -0.241], [0.104, 0.299, 0.178], [0.006, -0.059, 0.340], [-0.060, -0.031, -0.096], [-0.027, -0.160, -0.218], [-0.386, 0.264, 0.069], [0.000, 0.010, -0.004], [0.035, -0.004, 0.020], [-0.023, 0.010, -0.050], [0.013, -0.005, 0.023], [0.004, 0.020, -0.001], [0.002, -0.007, 0.019], [0.024, 0.014, -0.023], [0.020, -0.007, 0.009], [0.021, 0.008, 0.020]], "total_charge": 2}



(4)
{"formula": "C8H13AlF4N3O5", "method": "ωB97M-V/def2-TZVPD", "elements": ["C", "C", "C", "O", "O", "C", "C", "O", "C", "O", "N", "C", "N", "O", "C", "N", "H", "H", "H", "H", "H", "H", "H", "H", "H", "H", "H", "H", "H", "F", "Al", "F", "F", "F"], "coordinates": [[-2.2896, -1.0230, 2.0640], [-1.9530, -0.3111, 0.7045], [-1.9743, 1.2288, 0.8247], [-3.0212, 1.7702, 0.9383], [-0.8304, 2.0114, 0.7860], [-0.1160, 1.7967, -0.4583], [1.1655, 2.6543, -0.5669], [2.3927, 2.0438, -0.0939], [2.2227, 1.1629, 0.9325], [2.0782, 1.4655, 2.0605], [2.1729, -0.2207, 0.5437], [2.4563, -1.1247, 1.6898], [1.2320, -1.4617, 2.4077], [3.1340, -0.4135, -0.4900], [2.3759, -0.6993, -1.5552], [1.7432, -0.9320, -2.4612], [-1.5486, -0.7541, 2.8430], [-3.3230, -0.7551, 2.3518], [-2.1929, -2.1164, 1.8961], [-2.6783, -0.6461, -0.0636], [-0.9590, -0.6980, 0.3792], [-0.8044, 2.1728, -1.2557], [0.0316, 0.7188, -0.6842], [0.9911, 3.6659, -0.1322], [1.3171, 2.8317, -1.6556], [3.2671, -0.7534, 2.3499], [2.8253, -2.0786, 1.2475], [0.7186, -0.6126, 2.6422], [0.6897, -2.0283, 1.7543], [-3.5249, -1.5292, -4.1852], [-1.8330, -1.3978, -3.8225], [-1.6288, -1.1934, -2.0996], [-1.1689, -0.0215, -4.6461], [-1.0158, -2.8388, -4.3365]], "forces_ev_per_a": [[0.239, 0.336, -0.712], [1.164, -0.590, 0.343], [0.007, -1.064, -0.428], [-1.026, 0.839, 0.549], [0.492, -1.084, -0.361], [-0.386, 0.497, -0.839], [-1.000, 0.314, -0.814], [-0.454, -0.665, 0.265], [-0.086, -0.263, -1.554], [-0.274, 0.482, 1.603], [0.837, 1.278, 1.405], [0.010, -1.388, -0.009], [0.682, 0.233, -0.529], [-1.034, -0.732, -1.627], [2.584, 0.765, 2.651], [-1.418, -0.558, -2.204], [-0.618, -0.006, -0.231], [0.617, -0.248, 0.157], [-0.284, 0.626, 0.144], [0.496, 0.538, 0.375], [-0.700, 0.405, 0.067], [0.623, -0.247, 0.360], [0.143, 0.663, 0.218], [0.277, -0.851, 0.185], [0.107, -0.327, 0.743], [-0.709, 0.165, -0.325], [-0.187, 0.770, 0.123], [0.097, -0.286, -0.049], [-0.236, 0.326, 0.435], [0.993, 0.090, 0.286], [0.163, -0.062, -0.224], [-0.126, -0.049, -0.926], [-0.444, -0.754, 0.565], [-0.547, 0.845, 0.359]], "total_charge": -1}



Number 1: orbital gap 9.3 eV, total energy -34369.5815 eV. Number 2: orbital gap 8.6 eV, total energy -48266.4996 eV. Number 3: orbital gap 7.2 eV, total energy -62699.9113 eV. Number 4: orbital gap 10.5 eV, total energy -40689.3254 eV.